(1)
The ion C6H11N2O with charge +1 in a non-equilibrium geometry. Source: the Open Molecules 2025 dataset; level of theory: ωB97M-V with the def2-TZVPD basis set.

ORCA input file:
```
! wB97M-V def2-TZVPD RIJCOSX def2/J DEFGRID3
* xyz 1 1
C 3.01245 0.04486 -0.18694
H 4.84476 1.05049 -0.07036
H -3.38564 1.55834 -0.16607
C -2.52836 -0.93576 0.57138
N 2.09633 -0.70379 -0.05310
H -3.36824 -0.49419 1.11709
O -0.11092 -1.23337 0.05323
H -1.75289 -1.40931 1.23506
C 1.18072 -1.64450 -0.04074
H 4.01879 0.94768 1.38410
H -2.81859 0.62050 -1.68800
H 3.41018 1.94850 0.33965
C -0.57497 -0.13671 -0.42265
C -2.58401 1.20275 -0.82893
H -1.87602 1.97670 -0.86079
N -1.79711 0.08037 -0.16355
H -0.01100 0.51294 -1.03504
H 1.30896 -2.51680 0.43151
C 3.87391 1.00244 0.31396
H -2.93834 -1.87114 0.07020
*
```

Summary:
HOMO level, eV: -11.00
HOMO-LUMO gap, eV: 7.53
ΔE to the lowest compared entry with this formula, charge and spin, kcal per mole: 119.96
Largest force on an atom, hartree/bohr: 0.0749
M, g mol⁻¹: 127.2
Energy, eV: -11416.965



(2)
A cluster of 2 separate species, C5H5ClO2S in total in a non-equilibrium geometry. Source: the Open Molecules 2025 dataset; level of theory: ωB97M-V with the def2-TZVPD basis set.

ORCA input file:
```
! wB97M-V def2-TZVPD RIJCOSX def2/J DEFGRID3
* xyz 0 1
C -0.19634 -1.59965 -0.31633
H 2.35679 2.15964 0.36357
C -2.43623 0.95598 -0.18634
C 1.61015 1.43237 0.11288
H 1.01703 -3.32520 0.74039
O -1.24875 -1.24308 -0.77031
C 0.77217 -2.45624 0.12563
H 0.85902 1.45673 0.91075
S 2.51525 -0.17543 0.20613
H -2.38450 0.92062 -1.30500
Cl -3.74337 0.07876 0.57464
C 1.17801 -1.20100 0.01187
H 1.28543 1.53100 -0.86970
O -1.58467 1.46550 0.40182
*
```

Summary:
HOMO level, eV: -9.08
HOMO-LUMO gap, eV: 9.67
ΔE to the lowest compared entry with this formula, charge and spin, kcal per mole: 0.00
SMILES: CSc1cc1=O.O=CCl
Largest force on an atom, hartree/bohr: 0.0653
M, g mol⁻¹: 164.6
Energy, eV: -32715.767